This record from the OMol25 dataset describes a structure of composition C26H17BrF4N3NiOPS. The level of theory is the ωB97M-V functional and the def2-TZVPD basis.

## Properties
Orbital gap ... 7.74 eV
HOMO energy ... -7.601 eV
E_tot ... -6461.8611 Ha
Energy relative to the best compared isomer or geometry (same formula, charge and spin) ... 0.0 kJ/mol

The geometry in XYZ format:
```
55
C26H17BrF4N3NiOPS, DFT the ωB97M-V functional and the def2-TZVPD basis
Ni -0.66679 -1.33736 0.04678
N -1.86177 -4.11671 3.01340
C -1.62480 -3.33582 1.91720
S -0.44778 -2.05761 2.09409
N -2.22716 -3.62341 0.81524
N -1.85176 -2.78952 -0.23183
C -2.43249 -3.05564 -1.34798
C -2.23900 -2.35937 -2.58815
C -2.97618 -2.78464 -3.70698
C -2.84049 -2.17772 -4.93112
C -1.93843 -1.11250 -5.05616
C -1.20366 -0.67489 -3.98097
C -1.33322 -1.28240 -2.71237
O -0.61398 -0.82191 -1.72725
H -1.64430 -3.72628 3.91237
H -2.66768 -4.71741 2.96147
H -3.13338 -3.88715 -1.33195
H -3.66286 -3.61493 -3.58430
H -3.41448 -2.51557 -5.78258
H -1.81603 -0.62557 -6.01618
H -0.49990 0.14317 -4.07153
F -1.77983 3.85076 4.87325
C -1.27320 3.09873 3.90536
C 0.07706 3.14355 3.62679
F 0.87622 3.94668 4.32137
C 0.58441 2.35389 2.60992
F 1.88904 2.48387 2.35327
C -0.20574 1.48091 1.87238
P 0.54424 0.44031 0.55153
C 0.85784 1.70908 -0.70980
C -0.20063 2.06824 -1.54397
C -0.04424 3.09855 -2.45691
C 1.16853 3.76788 -2.55086
C 2.22307 3.41263 -1.72309
C 2.06900 2.38956 -0.79871
C 2.15681 -0.11290 1.16634
C 3.08256 -0.54471 0.21808
C 4.27363 -1.12586 0.62326
C 4.53919 -1.29608 1.97429
C 3.60825 -0.89118 2.91950
C 2.41777 -0.30615 2.51872
C -1.58226 1.49695 2.13384
Br -2.85242 0.57445 1.09337
C -2.09849 2.28620 3.14655
F -3.40234 2.30625 3.41244
H -1.13686 1.52966 -1.48839
H -0.86922 3.37089 -3.10230
H 1.29217 4.56677 -3.27066
H 3.16830 3.93517 -1.79118
H 2.89164 2.12731 -0.14694
H 2.86862 -0.43397 -0.83869
H 4.99009 -1.45366 -0.11838
H 5.46781 -1.75299 2.29036
H 3.80523 -1.03547 3.97359
H 1.68987 -0.01208 3.26448
```